(1)
15
Properties=species:S:1:pos:R:3:forces:R:3 method="wB97M-V/def2-TZVPD" mol_weight_g_mol=189.97 total_charge=0 gap_ev=8.18 largest_force_ha_per_bohr=0.0600 e_above_lowest_kcal_mol=93.56
C -0.81345 1.15355 -0.32355 0.223 1.245 0.577
C -1.76045 0.13030 -0.16023 2.910 0.023 0.244
C -0.28686 -1.78075 0.44622 -1.912 1.406 -0.276
N -1.40011 -1.12886 0.22657 0.850 -0.581 -0.678
O 0.38831 1.05991 -0.14896 -1.012 -0.171 -0.509
O -1.35022 2.40924 -0.63461 -0.645 -0.963 0.998
P 2.79122 0.85345 -0.35333 0.821 2.407 -1.750
Cl 2.57767 0.41304 1.53531 -0.420 -0.780 2.527
Cl 2.46239 -0.84282 -1.37784 0.078 -1.175 -0.495
H 4.16987 0.73234 -0.20801 0.757 -0.449 -0.377
H -2.73841 0.30080 0.03747 -2.891 0.702 -0.043
H 0.60578 -1.29967 0.55510 1.808 1.819 0.040
H -0.16530 -2.80427 0.46693 -0.947 -2.147 0.173
H -2.21439 2.40059 -0.15756 0.705 0.399 -0.864
H -2.26606 -1.59686 0.09648 -0.323 -1.734 0.432



(2)
14
Properties=species:S:1:pos:R:3:forces:R:3 method="wB97M-V/def2-TZVPD" multiplicity=3 mol_weight_g_mol=175.96 total_charge=-1 gap_ev="3.90 / 6.79" largest_force_ha_per_bohr=0.1103 e_above_lowest_kcal_mol=8.34
C 0.94882 0.36677 -1.20745 1.205 0.901 2.758
C 0.87375 -0.17989 1.28782 -1.723 2.612 1.234
C 0.31999 -0.34624 -0.03946 5.279 -1.526 -1.402
O -2.55792 -0.80061 -1.12961 -0.047 -0.150 -0.342
O -2.37324 -0.22387 1.39606 0.025 -0.375 1.278
P -1.89749 -0.08002 0.00049 -4.671 -0.182 -0.771
Cl 0.13162 -2.05843 -0.39234 0.030 -0.152 -0.099
Cl -1.99733 2.03306 -0.40503 0.048 1.738 -0.335
H 0.51899 -0.01337 -2.05332 -1.161 -0.162 -2.568
H 2.00288 0.08540 -1.20662 0.360 -0.503 -0.119
H 1.05516 1.46360 -1.08472 -0.991 -0.492 -0.246
H -0.06307 -0.03507 1.95289 1.690 -0.397 -0.145
H 1.49487 0.72844 1.31417 -0.469 0.130 0.083
H 1.54297 -0.93978 1.56711 0.427 -1.442 0.674



(3)
12
Properties=species:S:1:pos:R:3:forces:R:3 method="wB97M-V/def2-TZVPD" mol_weight_g_mol=145.05 total_charge=0 gap_ev=8.47 largest_force_ha_per_bohr=0.0845 e_above_lowest_kcal_mol=70.75
C -1.77271 0.63829 0.05993 2.814 1.660 2.588
C -0.83654 -0.32960 -0.53757 3.080 -1.155 2.840
C 1.43521 0.00341 -0.06075 -3.119 -0.552 -0.198
S 1.92729 -1.66648 0.16752 1.275 -0.266 1.064
Cl 2.18180 0.79958 -1.40014 0.189 0.490 -0.240
Cl 1.30110 0.93579 1.38460 0.346 0.470 0.370
H -1.86295 1.62619 -0.43566 0.112 -0.818 0.104
H -2.68344 0.18031 0.19870 -2.437 -0.976 -0.018
H -1.46779 0.83066 1.18447 -0.302 -0.139 -1.973
H -0.63629 -0.15964 -1.53424 0.345 -0.475 -2.183
H -0.65365 -1.35758 -0.03989 -0.966 1.765 -1.268
H 3.06796 -1.50092 1.01302 -1.338 -0.005 -1.087



(4)
12
Properties=species:S:1:pos:R:3:forces:R:3 method="wB97M-V/def2-TZVPD" multiplicity=3 mol_weight_g_mol=141.07 total_charge=0 gap_ev="5.31 / 4.55" largest_force_ha_per_bohr=0.0870 e_above_lowest_kcal_mol=33.18
C 0.79768 -1.50453 1.78487 0.546 -3.496 0.917
C 0.51834 -0.30518 1.23492 0.695 2.279 0.191
C 0.05166 1.30971 -1.82580 -3.800 -1.853 -1.466
Si -0.72376 0.05845 -0.21664 1.797 1.912 1.302
Cl -2.24627 1.35436 0.43832 0.441 -0.294 -0.331
Cl -1.64320 -1.63031 -0.65784 -0.548 -1.032 -0.545
H 1.69773 -1.62781 2.51732 -1.478 0.574 -1.280
H 0.35605 -2.52707 1.53617 0.550 1.637 0.258
H 1.08206 0.60064 1.65783 -1.202 -0.717 -1.313
H 1.05700 1.57576 -1.89295 1.603 0.083 0.405
H -0.28432 0.55298 -2.65138 0.917 1.064 1.411
H -0.66297 2.14301 -1.92482 0.480 -0.157 0.451



(5)
16
Properties=species:S:1:pos:R:3:forces:R:3 method="wB97M-V/def2-TZVPD" mol_weight_g_mol=222.53 total_charge=0 gap_ev=3.67 largest_force_ha_per_bohr=0.0778
C -1.03926 0.75656 0.53093 1.175 1.350 -2.220
C 0.51145 0.39320 0.43200 -2.284 -0.456 0.828
C 1.19798 0.85471 -0.79821 -1.244 -0.553 -0.405
N 2.09257 1.68192 -0.66987 2.201 2.349 -2.376
O 1.65602 -2.48461 0.87361 -0.882 1.081 -0.233
O 2.87733 2.53641 -0.82506 -1.170 -1.581 1.168
Si 2.52268 -3.60140 1.45595 -0.231 -0.811 -0.694
Cl 3.65045 -4.50358 -0.05963 0.110 -0.136 0.093
Cl 1.49211 -5.22884 2.31433 0.324 0.460 -0.028
Cl 3.91733 -2.93763 2.78902 0.406 0.033 0.618
H -1.50537 -0.14189 0.74956 -1.068 -1.654 0.490
H -1.23093 1.44814 1.30595 -0.015 0.765 0.882
H -1.54411 1.17730 -0.38488 0.845 -0.472 0.657
H 0.99346 0.70580 1.36601 0.260 -0.131 -0.551
H 0.48061 -0.69660 0.40148 1.005 -0.454 0.075
H 0.91893 0.59435 -1.88692 0.569 0.210 1.697



(6)
16
Properties=species:S:1:pos:R:3:forces:R:3 method="wB97M-V/def2-TZVPD" mol_weight_g_mol=290.25 total_charge=-1 gap_ev=8.56 largest_force_ha_per_bohr=0.0266 e_above_lowest_kcal_mol=20.86
Cl 0.09399 -0.08432 0.27117 -0.111 -0.309 1.241
C -2.29444 1.60398 -0.08242 -0.564 0.835 0.375
Cl -3.45457 0.64973 0.86948 0.173 -0.022 0.088
Cl -3.16843 2.35737 -1.44940 0.232 -0.047 -0.040
H -1.91263 2.41553 0.53703 -0.311 -0.061 0.018
H -1.42929 0.98843 -0.32884 -0.597 -0.052 -0.610
C 1.56764 -1.64668 2.31516 0.358 -0.780 0.905
Cl 2.29631 -1.25704 3.91230 -0.003 -0.036 -0.005
Cl 0.52320 -3.14192 2.48436 0.592 1.020 -0.286
H 1.00521 -0.77510 1.98031 -0.148 -0.557 0.084
H 2.41244 -1.87657 1.66589 -0.420 -0.091 -0.027
C 0.86807 0.03002 -2.31835 -0.242 1.030 0.253
Cl -0.19900 1.30651 -2.94226 -0.542 0.042 -0.146
Cl 2.18568 -0.13703 -3.43347 0.943 -0.679 -0.722
H 1.21421 0.43886 -1.36907 0.298 -0.400 -0.644
H 0.29163 -0.87176 -2.11194 0.342 0.106 -0.482



(7)
12
Properties=species:S:1:pos:R:3:forces:R:3 method="wB97M-V/def2-TZVPD" smiles=FC[C@H](S)CCl mol_weight_g_mol=128.60 total_charge=0 gap_ev=10.31 largest_force_ha_per_bohr=0.1512 e_above_lowest_kcal_mol=69.62
F 0.30065 1.66972 -0.64959 0.403 -0.132 1.139
C 0.03128 1.11100 0.61759 -2.247 6.287 3.987
C 0.43575 -0.24326 0.79245 0.895 -1.263 -5.131
S 2.09644 -0.62768 -0.13646 -0.293 0.334 1.304
C -0.47260 -0.73142 -0.43663 0.789 -4.823 2.193
Cl -2.26508 -0.36828 -0.03125 0.892 -1.182 -1.264
H -1.20990 1.18917 0.68904 3.745 0.105 0.333
H 0.43297 1.79913 1.52560 -0.524 -0.963 -2.475
H 0.46116 -0.71048 1.74278 -0.603 -0.255 0.683
H 2.89124 0.34892 0.36529 -0.368 -0.201 -0.010
H 0.07052 -0.19535 -1.29126 -2.036 -1.275 0.663
H -0.35521 -1.97319 -0.31096 -0.653 3.369 -1.422



(8)
12
Properties=species:S:1:pos:R:3:forces:R:3 method="wB97M-V/def2-TZVPD" smiles=C[C@H](S)[C@@H](F)Cl mol_weight_g_mol=128.60 total_charge=0 gap_ev=10.33 largest_force_ha_per_bohr=0.0656 e_above_lowest_kcal_mol=14.38
C 0.72255 1.93327 0.22180 -1.479 -0.428 -0.354
C 0.54621 0.35529 0.38041 1.625 0.991 2.788
S 2.13870 -0.35727 -0.23689 -0.880 -0.438 0.149
C -0.53692 -0.47774 -0.24921 -1.343 -0.271 1.341
F -0.59718 -1.69049 0.51281 -0.066 1.415 -1.049
Cl -2.16938 0.30320 -0.19092 0.611 -0.251 0.195
H 0.53206 2.29902 -0.80867 0.229 -0.541 0.404
H -0.07771 2.38975 0.82631 0.459 0.044 -0.059
H 1.71422 2.34240 0.52820 -0.723 -0.835 -0.007
H 0.42267 0.13066 1.57117 0.403 0.533 -2.862
H 1.47064 -1.48874 -0.54174 0.857 -0.155 -0.010
H -0.41789 -0.76171 -1.27264 0.306 -0.065 -0.536



(9)
12
Properties=species:S:1:pos:R:3:forces:R:3 method="wB97M-V/def2-TZVPD" multiplicity=3 mol_weight_g_mol=218.45 total_charge=+1 gap_ev="5.19 / 6.41" largest_force_ha_per_bohr=0.1339 e_above_lowest_kcal_mol=0.00
C -0.00266 -0.33136 2.03549 0.370 -1.937 3.086
C 0.17369 0.34238 0.91036 -1.157 -1.345 -6.653
C 0.45962 -0.52257 -0.64367 0.017 1.141 4.342
N -0.42748 0.12399 -1.63797 -0.215 0.286 -0.308
Cl -0.22526 0.43132 3.53885 -0.268 -0.256 -0.363
I 0.28177 2.42268 0.69398 0.892 2.601 0.058
H -0.02117 -1.40979 2.04639 0.422 -0.210 0.433
H 1.50821 -0.40514 -0.88169 -0.049 -0.024 -0.305
H 0.19234 -1.55481 -0.45982 -0.105 -0.091 -0.327
H -1.13108 0.69286 -1.13444 0.162 -0.206 -0.166
H -0.91057 -0.56141 -2.23209 0.160 0.222 0.099
H 0.10259 0.77185 -2.23538 -0.230 -0.182 0.102



(10)
14
Properties=species:S:1:pos:R:3:forces:R:3 method="wB97M-V/def2-TZVPD" mol_weight_g_mol=137.55 total_charge=+1 gap_ev="8.49 / 8.49" largest_force_ha_per_bohr=0.0824 e_above_lowest_kcal_mol=88.43
C -1.10812 0.11759 0.60577 1.541 0.496 -0.013
C -0.12912 1.74519 -0.73164 0.874 2.459 -1.484
C -0.02037 -0.70866 -0.09167 -0.781 3.508 -2.121
N 1.11462 0.97352 -0.60715 -1.229 -3.819 1.357
N 0.32588 -1.70931 0.87142 2.525 -1.438 1.815
O -1.68104 -0.25363 1.58648 -0.361 -0.549 -0.080
O -1.13644 1.36466 0.17555 -0.549 -0.343 -0.451
Cl 1.90392 0.55772 -2.09820 -0.819 0.488 0.692
H 0.13260 2.74028 -0.36358 0.251 0.059 0.077
H -0.40585 1.99205 -1.79536 -0.491 -1.232 0.879
H -0.31894 -0.91803 -1.14587 0.603 -0.762 1.038
H 1.22925 -1.44658 1.38739 -1.485 0.070 -0.492
H 0.55732 -2.69004 0.62783 -0.454 0.562 -0.872
H -0.46371 -1.76475 1.57903 0.376 0.500 -0.343



(11)
13
Properties=species:S:1:pos:R:3:forces:R:3 method="wB97M-V/def2-TZVPD" smiles="C/C(N)=[NH+]/C(=S)Cl" mol_weight_g_mol=137.62 total_charge=+1 gap_ev=8.89 largest_force_ha_per_bohr=0.0968 e_above_lowest_kcal_mol=30.33
C 1.81333 0.58320 -0.01211 -2.894 -2.316 -3.072
C 0.47688 -0.14083 0.06563 0.506 1.580 0.199
N 0.33379 -1.41683 0.29329 0.286 1.190 -0.408
N -0.59040 0.63140 -0.07660 -4.465 -2.193 0.188
C -2.20130 0.19409 -0.02896 1.637 1.720 -0.376
S -3.33857 1.31554 0.03662 1.224 -0.230 0.136
Cl -2.60766 -1.44533 -0.22330 0.314 -0.341 -0.034
H 2.03063 0.72778 -1.06648 0.222 -0.415 -0.332
H 2.57511 0.11240 0.45621 2.314 -1.372 1.625
H 1.60751 1.51351 0.27596 -0.261 3.811 1.825
H 1.15379 -1.96548 0.21407 0.431 -0.965 0.089
H -0.60510 -1.73587 0.14855 -0.065 -1.165 0.215
H -0.64800 1.62643 -0.08289 0.751 0.698 -0.055



(12)
14
Properties=species:S:1:pos:R:3:forces:R:3 method="wB97M-V/def2-TZVPD" mol_weight_g_mol=135.55 total_charge=0 gap_ev=9.24 largest_force_ha_per_bohr=0.0121 e_above_lowest_kcal_mol=25.05
H 0.74522 -2.46233 -0.67619 0.060 0.032 0.037
N 1.41343 -1.74334 -0.41486 -0.133 0.093 -0.036
C 0.83666 -0.66010 -0.08455 -0.276 0.276 0.260
N 1.62783 0.46145 0.22510 -0.044 -0.173 0.293
O 2.99642 0.17777 0.15717 0.329 0.101 -0.083
C -0.61139 -0.37498 0.01167 0.021 -0.030 -0.164
Cl -1.67485 -1.74346 0.23075 0.108 0.161 -0.009
C -1.13352 0.85515 -0.16127 0.077 -0.434 0.170
N -2.44815 1.18453 -0.13746 0.577 0.164 -0.172
H 1.45451 0.80774 1.17215 -0.143 -0.180 -0.378
H 3.03338 -0.78780 0.00028 -0.127 -0.035 -0.001
H -0.42881 1.64108 -0.35775 0.115 0.318 -0.087
H -3.09462 0.49465 0.17016 -0.493 -0.247 0.146
H -2.71611 2.14964 -0.13519 -0.072 -0.045 0.025



(13)
12
Properties=species:S:1:pos:R:3:forces:R:3 method="wB97M-V/def2-TZVPD" smiles="C=C[C@H](Cl)ON" mol_weight_g_mol=107.54 total_charge=0 gap_ev=10.91 largest_force_ha_per_bohr=0.0845 e_above_lowest_kcal_mol=87.27
C 0.03005 2.01844 -1.04357 0.734 0.153 0.596
C -0.30543 1.28180 -0.03672 1.155 -3.059 -2.380
C -0.21557 -0.20421 -0.14395 -0.615 -1.089 -0.185
Cl -1.99014 -0.65633 0.16834 -0.436 -0.608 -0.379
O 0.47494 -0.68873 0.94687 1.377 -0.599 -0.044
N 0.77083 -2.08591 0.74744 1.119 -0.435 -0.235
H -0.01456 3.05368 -0.81090 0.105 0.981 -1.176
H 0.51407 1.41229 -1.76459 0.549 0.787 -1.564
H -0.81464 1.60579 0.74733 -1.771 1.468 3.684
H 0.03858 -0.73200 -1.15642 -0.150 1.256 1.943
H 1.58635 -2.45237 1.33316 -1.658 1.592 -0.678
H -0.07448 -2.55246 1.01303 -0.409 -0.448 0.419



(14)
12
Properties=species:S:1:pos:R:3:forces:R:3 method="wB97M-V/def2-TZVPD" smiles="O/N=C/CCCl" mol_weight_g_mol=107.54 total_charge=0 gap_ev=10.97 largest_force_ha_per_bohr=0.0326 e_above_lowest_kcal_mol=51.09
O -0.04657 1.79205 2.26183 -0.843 0.052 -0.667
N -0.74391 1.13224 1.19241 1.059 0.001 0.423
C -0.04322 0.16905 0.75330 -1.513 -0.082 -0.721
C -0.57020 -0.70040 -0.40526 0.085 0.604 1.476
C 0.55531 -0.82309 -1.41291 -0.161 -1.425 -0.458
Cl 1.08021 0.73983 -2.11981 -0.264 -0.438 0.061
H -0.57986 2.60020 2.36763 0.300 -0.478 0.038
H 0.91788 -0.09301 1.16525 0.375 0.096 0.242
H -0.72714 -1.71225 0.05145 -0.083 0.623 -0.621
H -1.52963 -0.28889 -0.78322 0.704 -0.315 0.115
H 1.40938 -1.24376 -0.86092 -0.061 0.244 -0.439
H 0.27776 -1.57197 -2.20978 0.403 1.118 0.551



(15)
13
Properties=species:S:1:pos:R:3:forces:R:3 method="wB97M-V/def2-TZVPD" smiles="COC(=O)[C@@H](N)Cl" mol_weight_g_mol=123.54 total_charge=0 gap_ev=10.74 largest_force_ha_per_bohr=0.0704 e_above_lowest_kcal_mol=23.97
C -2.06938 1.21610 -0.09942 0.113 1.615 1.810
O -0.87753 0.59541 0.43546 -0.850 -0.848 -1.014
C -0.12522 -0.16398 -0.33758 2.437 -1.428 0.534
O -0.33010 -0.69243 -1.40641 -0.299 1.078 1.112
C 1.25481 -0.40194 0.50033 -1.211 -0.045 -0.178
N 1.71377 -1.70300 0.18663 -0.915 1.915 2.931
Cl 2.40851 1.02751 -0.15728 -0.734 -0.807 0.602
H -1.64775 2.20525 -0.24445 -0.900 0.591 0.039
H -2.84469 1.16857 0.68848 0.705 0.293 -0.177
H -2.58547 0.96118 -0.98681 0.469 -1.411 -1.219
H 1.00057 -0.14798 1.60083 1.070 -0.570 -1.908
H 1.57815 -1.92249 -0.72547 -0.634 -0.707 -3.306
H 2.52431 -2.14220 0.54569 0.749 0.324 0.775



(16)
14
Properties=species:S:1:pos:R:3:forces:R:3 method="wB97M-V/def2-TZVPD" mol_weight_g_mol=155.61 total_charge=0 gap_ev=9.38 largest_force_ha_per_bohr=0.0871 e_above_lowest_kcal_mol=28.76
C 0.67396 -0.64809 -0.04889 -0.340 1.522 0.271
C 1.44588 -1.73104 0.56710 -2.419 1.068 1.691
C 0.39176 1.71736 -0.41224 -0.614 -0.724 -2.755
N 0.99105 0.53592 0.09131 -0.359 0.052 1.949
O -2.76896 -0.54645 1.18335 -0.228 0.400 -0.695
O -2.77762 1.40230 -0.31958 0.054 0.182 -0.043
S -2.99961 0.00239 -0.13251 -0.598 -0.284 1.136
Cl -0.70713 -1.15353 -1.03962 0.173 -0.614 -0.837
H 2.19223 -1.82623 -0.08273 3.321 -1.446 -2.632
H 0.81443 -2.57170 0.69215 -0.078 -1.068 0.283
H 1.87654 -1.32383 1.45932 0.004 -0.114 0.708
H -0.29850 1.49824 -1.25932 0.151 0.087 0.491
H 1.24526 2.14334 -0.85069 0.979 1.388 -0.900
H -0.07928 2.50133 0.15235 -0.047 -0.451 1.333



(17)
14
Properties=species:S:1:pos:R:3:forces:R:3 method="wB97M-V/def2-TZVPD" smiles="CN(C)C(=O)OSCl" mol_weight_g_mol=155.61 total_charge=0 gap_ev="6.89 / 6.89" largest_force_ha_per_bohr=0.0792 e_above_lowest_kcal_mol=69.75
C 0.53145 0.76952 0.82478 -2.294 0.901 2.239
N 0.66755 -0.37693 0.02116 2.785 0.052 1.356
C 1.42201 -0.08599 -1.12616 1.080 -0.869 -1.563
C -0.48250 -1.12010 -0.10076 -1.229 -0.887 0.302
O -0.60074 -2.28736 0.09351 -0.210 -0.496 -0.124
O -1.40677 -0.23000 -0.45330 -3.265 2.273 -0.875
S -3.32624 0.32889 -0.02590 3.200 -1.751 -0.813
Cl -3.03714 -0.12551 1.84658 -0.508 0.035 1.012
H -0.18200 0.45445 1.64261 1.083 0.704 -0.253
H 1.45987 1.19026 1.25231 -0.353 -0.538 -0.409
H -0.06339 1.52347 0.29015 0.518 0.456 0.014
H 0.87303 0.64314 -1.71891 -0.135 -0.362 -1.006
H 2.40463 0.36826 -1.02183 0.006 0.302 1.233
H 1.74024 -1.05209 -1.52424 -0.679 0.180 -1.114



(18)
12
Properties=species:S:1:pos:R:3:forces:R:3 method="wB97M-V/def2-TZVPD" mol_weight_g_mol=123.61 total_charge=0 gap_ev=9.68 largest_force_ha_per_bohr=0.0605 e_above_lowest_kcal_mol=39.70
C 0.19079 -0.13153 -1.28472 -1.121 2.835 0.499
C 0.20259 -0.12311 0.23727 0.334 1.560 0.712
C -0.39804 -1.30852 0.99381 1.102 -2.157 -1.680
Cl -2.20447 -1.35139 0.82140 0.446 0.270 0.003
N 0.50803 0.93298 0.95877 -0.747 -0.639 -2.476
S 0.72736 2.39437 -0.09321 0.095 -2.011 0.338
H -0.31778 0.85806 -1.55640 0.116 -1.136 0.341
H -0.48600 -0.85551 -1.64935 -0.239 -1.160 -0.601
H 1.09111 0.04263 -1.88033 0.377 -0.838 0.636
H -0.06088 -2.34600 0.45236 -0.580 2.556 1.671
H -0.16917 -1.26787 2.06539 -0.002 -0.113 -0.482
H 0.91646 3.15589 0.93501 0.219 0.832 1.038